Record 1
ORCA calculation (wB97M-V/def2-TZVPD) on C22H43Cl3NOPSn as an isolated structure in a non-equilibrium geometry.

Structure (ORCA input):
```
! wB97M-V def2-TZVPD RIJCOSX def2/J DEFGRID3
* xyz -2 1
C -3.39 -3.23 -0.61
C -3.68 -2.92 -1.98
C -4.30 -1.62 -2.01
C -3.28 -3.71 -3.15
C -4.41 -1.14 -0.66
C -3.91 -2.16 0.20
C -3.95 -2.13 1.67
C -2.75 -4.47 -0.11
C -4.69 -0.90 -3.24
C -4.84 0.22 -0.27
Sn -0.18 -1.10 -0.85
Cl -0.57 -1.64 -3.70
Cl 1.10 -2.94 -1.61
Cl -1.82 0.43 -1.84
H -3.03 -4.74 -2.88
H -2.34 -3.32 -3.60
H -4.06 -3.69 -3.90
H -3.90 -0.95 -4.01
H -4.90 0.16 -3.07
H -5.60 -1.36 -3.67
H -4.31 1.02 -0.81
H -4.63 0.42 0.78
H -5.92 0.34 -0.47
H -4.18 -1.14 2.09
H -3.00 -2.45 2.12
H -4.74 -2.82 2.02
H -2.07 -4.95 -0.83
H -3.56 -5.18 0.15
H -2.13 -4.28 0.79
O -1.08 -1.89 0.80
H -0.85 -1.32 1.56
C 4.84 1.05 0.16
C 3.52 0.37 -0.21
C 3.27 0.44 -1.71
C 3.58 -1.11 0.23
P 2.03 1.23 0.59
N 0.87 0.21 0.25
C 2.07 1.25 2.51
C 3.09 2.30 3.02
C 0.66 1.55 3.09
C 2.50 -0.12 3.03
C 1.66 2.95 -0.10
C 2.95 3.76 -0.20
C 1.00 2.72 -1.48
C 0.67 3.66 0.83
H 5.65 0.54 -0.40
H 5.10 1.00 1.23
H 4.83 2.10 -0.16
H 3.92 -0.29 -2.20
H 2.24 0.14 -1.90
H 3.49 1.43 -2.10
H 4.30 -1.25 1.06
H 2.58 -1.47 0.52
H 3.88 -1.73 -0.62
H 2.79 3.33 2.81
H 3.14 2.20 4.11
H 4.08 2.13 2.59
H -0.07 1.13 2.38
H 0.55 1.06 4.08
H 0.49 2.63 3.24
H 1.86 -0.92 2.65
H 3.53 -0.36 2.78
H 2.42 -0.13 4.12
H 2.64 4.80 -0.42
H 3.51 3.78 0.74
H 3.59 3.43 -1.04
H 0.26 1.91 -1.44
H 0.46 3.65 -1.75
H 1.72 2.51 -2.29
H -0.21 3.03 0.99
H 1.13 3.95 1.78
H 0.35 4.59 0.34
*
```

relative energy (zero: lowest compared OMol25 entry of this formula, charge and spin) = 43.2 kJ/mol
gap between HOMO and LUMO = 2.778 eV
highest occupied orbital energy = 1.07 eV
max |F| = 4.52 eV/Å
LUMO level = 3.85 eV
calculated total energy = -2930.32840 Eh

Need the Mulliken charges? In units of e they are: number 1, C, carries 0.269; number 2, C, carries 0.299; number 3, C, carries 0.883; number 4, C, carries -1.306; number 5, C, carries 0.470; number 6, C, carries 0.567; number 7, C, carries -1.445; number 8, C, carries -1.524; number 9, C, carries -1.639; number 10, C, carries -1.644; number 11, Sn, carries 1.079; number 12, Cl, carries -0.674; number 13, Cl, carries -0.477; number 14, Cl, carries -0.575; number 15, H, carries 0.423; number 16, H, carries -0.015; number 17, H, carries 0.370; number 18, H, carries 0.284; number 19, H, carries 0.360; number 20, H, carries 0.337; number 21, H, carries 0.230; number 22, H, carries 0.372; number 23, H, carries 0.242; number 24, H, carries 0.291; number 25, H, carries 0.260; number 26, H, carries 0.218; number 27, H, carries 0.321; number 28, H, carries 0.239; number 29, H, carries 0.275; number 30, O, carries -0.733; number 31, H, carries 0.219; number 32, C, carries -1.813; number 33, C, carries 2.007; number 34, C, carries -1.694; number 35, C, carries -1.378; number 36, P, carries -0.074; number 37, N, carries -0.204; number 38, C, carries 2.029; number 39, C, carries -1.688; number 40, C, carries -1.661; number 41, C, carries -1.845; number 42, C, carries 2.298; number 43, C, carries -1.986; number 44, C, carries -1.461; number 45, C, carries -1.802; number 46, H, carries 0.504; number 47, H, carries 0.266; number 48, H, carries 0.271; number 49, H, carries 0.557; number 50, H, carries 0.400; number 51, H, carries 0.175; number 52, H, carries 0.293; number 53, H, carries 0.181; number 54, H, carries 0.374; number 55, H, carries 0.240; number 56, H, carries 0.494; number 57, H, carries 0.199; number 58, H, carries 0.283; number 59, H, carries 0.491; number 60, H, carries 0.278; number 61, H, carries 0.208; number 62, H, carries 0.269; number 63, H, carries 0.635; number 64, H, carries 0.547; number 65, H, carries 0.306; number 66, H, carries 0.260; number 67, H, carries 0.097; number 68, H, carries 0.532; number 69, H, carries 0.260; number 70, H, carries 0.328; number 71, H, carries 0.210; number 72, H, carries 0.635


Record 2
ORCA calculation (wB97M-V/def2-TZVPD) on C11H21ClCrN3O2P2 as an isolated structure in a non-equilibrium geometry.

Structure (ORCA input):
```
! wB97M-V def2-TZVPD RIJCOSX def2/J DEFGRID3
* xyz 2 4
C 4.04 4.08 -0.72
C 3.24 2.82 -0.69
H 4.07 4.45 -1.75
H 5.06 3.87 -0.37
H 3.58 4.83 -0.06
O 2.82 2.19 -1.63
Cl 2.88 2.29 1.00
Cr -0.51 -0.56 0.05
P 1.39 -1.71 -0.23
C 1.20 -2.88 -1.60
C 2.93 -0.82 -0.48
H 3.78 -1.51 -0.57
H 2.38 -3.47 1.12
H 3.08 -0.15 0.38
H 1.65 -2.17 2.13
H 1.11 -2.33 -2.54
H 2.84 -0.18 -1.36
C 1.53 -2.79 1.23
H 2.06 -3.56 -1.64
H 0.60 -3.37 1.33
H 0.28 -3.46 -1.45
P -1.79 1.23 0.46
C -3.24 1.27 -0.63
C -2.53 0.98 2.10
H -0.18 2.92 1.03
H -1.80 3.63 0.70
H -0.75 3.08 -0.64
C -1.06 2.88 0.39
H -1.74 0.96 2.86
H -3.24 1.78 2.31
H -3.92 2.07 -0.31
H -3.76 0.31 -0.58
H -3.06 0.01 2.12
H -2.92 1.44 -1.67
C -1.13 -0.79 -1.71
O -1.49 -0.87 -2.82
N -1.56 -1.98 0.80
C -2.48 -2.73 0.89
N -3.28 -3.65 1.23
C -4.50 -3.92 0.82
N -5.60 -4.22 0.53
*
```

relative energy (zero: lowest compared OMol25 entry of this formula, charge and spin) = 62.5 kJ/mol
gap between HOMO and LUMO (spin up / spin down) = 5.724 / 5.700 eV
highest occupied orbital energy (spin up / spin down) = -15.46 / -15.47 eV
max |F| = 8.63 eV/Å
LUMO level (spin up / spin down) = -9.73 / -9.77 eV
calculated total energy = -2933.18467 Eh

Need the Mulliken charges? In units of e they are: number 1, C, carries -1.047; number 2, C, carries 0.827; number 3, H, carries 0.317; number 4, H, carries 0.322; number 5, H, carries 0.353; number 6, O, carries -0.470; number 7, Cl, carries -0.237; number 8, Cr, carries -0.054; number 9, P, carries 1.362; number 10, C, carries -1.364; number 11, C, carries -1.007; number 12, H, carries 0.445; number 13, H, carries 0.423; number 14, H, carries 0.272; number 15, H, carries 0.403; number 16, H, carries 0.424; number 17, H, carries 0.320; number 18, C, carries -1.309; number 19, H, carries 0.454; number 20, H, carries 0.375; number 21, H, carries 0.372; number 22, P, carries 1.277; number 23, C, carries -1.353; number 24, C, carries -1.260; number 25, H, carries 0.361; number 26, H, carries 0.403; number 27, H, carries 0.368; number 28, C, carries -1.083; number 29, H, carries 0.407; number 30, H, carries 0.429; number 31, H, carries 0.442; number 32, H, carries 0.386; number 33, H, carries 0.342; number 34, H, carries 0.419; number 35, C, carries 0.273; number 36, O, carries -0.116; number 37, N, carries -0.393; number 38, C, carries 0.287; number 39, N, carries -0.450; number 40, C, carries 0.429; number 41, N, carries -0.347


Record 3
ORCA calculation (wB97M-V/def2-TZVPD) on a 8-piece molecular cluster, FH14O7 overall in a non-equilibrium geometry.

Structure (ORCA input):
```
! wB97M-V def2-TZVPD RIJCOSX def2/J DEFGRID3
* xyz -1 1
F -0.17 -0.04 -0.03
O -0.37 2.22 1.34
H -0.30 1.36 0.88
H -0.55 2.84 0.59
O -1.56 -1.81 2.28
H -0.99 -1.89 1.54
H -1.09 -2.30 2.93
O -0.72 0.86 -2.46
H -1.27 1.61 -2.48
H -0.33 0.79 -1.55
O 1.64 -1.29 -1.41
H 2.20 -0.67 -1.82
H 0.88 -0.79 -1.05
O 1.85 1.61 -0.46
H 1.19 0.89 -0.38
H 1.78 2.23 0.21
O 1.54 -1.16 1.55
H 0.91 -0.73 0.97
H 2.34 -1.03 1.05
O -2.60 -0.65 -0.47
H -2.78 -1.45 -0.91
H -1.57 -0.60 -0.32
*
```

relative energy (zero: lowest compared OMol25 entry of this formula, charge and spin) = 78.6 kJ/mol
gap between HOMO and LUMO = 10.334 eV
highest occupied orbital energy = -6.70 eV
max |F| = 3.79 eV/Å
LUMO level = 3.63 eV
calculated total energy = -635.03262 Eh

Need the Mulliken charges? In units of e they are: number 1, F, carries -0.712; number 2, O, carries -0.723; number 3, H, carries 0.356; number 4, H, carries 0.318; number 5, O, carries -0.591; number 6, H, carries 0.293; number 7, H, carries 0.295; number 8, O, carries -0.655; number 9, H, carries 0.256; number 10, H, carries 0.402; number 11, O, carries -0.674; number 12, H, carries 0.319; number 13, H, carries 0.333; number 14, O, carries -0.691; number 15, H, carries 0.260; number 16, H, carries 0.312; number 17, O, carries -0.715; number 18, H, carries 0.462; number 19, H, carries 0.324; number 20, O, carries -0.696; number 21, H, carries 0.263; number 22, H, carries 0.261


Record 4
ORCA calculation (wB97M-V/def2-TZVPD) on a 2-piece molecular cluster, C2H6IOP overall in a non-equilibrium geometry.

Structure (ORCA input):
```
! wB97M-V def2-TZVPD RIJCOSX def2/J DEFGRID3
* xyz 0 1
C -1.18 2.77 0.54
C 1.65 -3.02 -0.82
O 1.61 -4.14 -0.19
P 0.18 1.59 -0.06
I -0.62 -0.54 0.91
H -2.15 2.25 0.57
H -1.47 3.61 0.00
H -1.09 3.06 1.59
H 2.49 -2.90 -1.59
H 0.88 -4.24 0.43
H -0.29 1.56 -1.39
*
```

relative energy (zero: lowest compared OMol25 entry of this formula, charge and spin) = 441.1 kJ/mol
gap between HOMO and LUMO = 8.000 eV
highest occupied orbital energy = -7.99 eV
max |F| = 2.96 eV/Å
LUMO level = 0.01 eV
calculated total energy = -793.95401 Eh

Need the Mulliken charges? In units of e they are: number 1, C, carries -1.019; number 2, C, carries -0.159; number 3, O, carries -0.338; number 4, P, carries -0.025; number 5, I, carries -0.049; number 6, H, carries 0.305; number 7, H, carries 0.374; number 8, H, carries 0.328; number 9, H, carries 0.123; number 10, H, carries 0.394; number 11, H, carries 0.066


Record 5
ORCA calculation (wB97M-V/def2-TZVPD) on a 3-piece molecular cluster, C2H11NO2S overall in a non-equilibrium geometry.

Structure (ORCA input):
```
! wB97M-V def2-TZVPD RIJCOSX def2/J DEFGRID3
* xyz 0 1
N -0.15 0.43 1.63
C 0.54 0.40 0.26
C 1.71 1.48 0.30
S 2.83 1.10 -1.18
H -0.60 1.30 1.85
H -0.81 -0.35 1.72
H -0.14 0.63 -0.56
H 0.96 -0.72 0.31
H 1.24 2.42 0.10
H 2.22 1.71 1.29
H 3.33 -0.04 -0.82
O -3.56 -0.28 -0.49
H -3.37 0.04 0.43
H -2.82 -0.89 -0.63
O -0.66 -2.05 -1.31
H -0.06 -2.29 -2.06
H -0.66 -2.90 -0.84
*
```

relative energy (zero: lowest compared OMol25 entry of this formula, charge and spin) = 109.4 kJ/mol
gap between HOMO and LUMO = 9.509 eV
highest occupied orbital energy = -9.13 eV
SMILES = NCCS.O.O
max |F| = 4.15 eV/Å
LUMO level = 0.37 eV
calculated total energy = -686.17368 Eh

Need the Mulliken charges? In units of e they are: number 1, N, carries -0.620; number 2, C, carries -0.091; number 3, C, carries -0.724; number 4, S, carries -0.230; number 5, H, carries 0.210; number 6, H, carries 0.202; number 7, H, carries 0.245; number 8, H, carries 0.217; number 9, H, carries 0.343; number 10, H, carries 0.372; number 11, H, carries 0.098; number 12, O, carries -0.645; number 13, H, carries 0.316; number 14, H, carries 0.306; number 15, O, carries -0.608; number 16, H, carries 0.295; number 17, H, carries 0.315